No. 1
This record from the Open Molecules 2025 dataset describes a 5-piece molecular cluster, H10O5 overall. The level of theory is ωB97M-V with the def2-TZVPD basis set.

Output
Kohn-Sham gap, eV: 10.9
SMILES: O.O.O.O.O

Structure (ORCA input):
```
! wB97M-V def2-TZVPD RIJCOSX def2/J DEFGRID3
* xyz 0 1
O -0.3057 0.5683 -0.4317
H 0.4428 0.3810 -0.9983
H -0.5461 -0.2817 -0.0630
O -1.7354 0.7526 -2.7237
H -1.3990 0.0545 -3.2855
H -1.2121 0.6908 -1.9246
O 2.1085 -0.3789 -1.3526
H 2.4433 -1.2590 -1.1806
H 2.8836 0.1822 -1.3255
O -0.7046 -1.7576 2.1258
H -1.1169 -2.5704 2.4183
H -1.2571 -1.0645 2.4873
O -0.1295 1.4870 2.3644
H -0.2695 1.4970 1.4175
H 0.7978 1.6985 2.4721
*
```


No. 2
This record from the Open Molecules 2025 dataset describes one molecule with the formula C18H13F7N2O3. The level of theory is ωB97M-V with the def2-TZVPD basis set.

Output
Kohn-Sham gap, eV: 8.9
SMILES: O=C(N/N=C\c1ccc(F)cc1)c1cc(OCC(F)(F)F)ccc1OCC(F)(F)F

Structure (ORCA input):
```
! wB97M-V def2-TZVPD RIJCOSX def2/J DEFGRID3
* xyz 0 1
O -0.6014 -2.1687 1.5589
C -0.2893 -1.2912 0.7866
N 0.9596 -1.2489 0.2340
N 1.2644 -0.4088 -0.7685
C 2.4460 -0.2962 -1.2219
C 3.6859 -0.9255 -0.7582
C 4.6264 -1.3497 -1.6985
C 5.8065 -1.9449 -1.3006
C 6.0519 -2.0963 0.0538
F 7.2026 -2.6738 0.4493
C 5.1552 -1.6588 1.0118
C 3.9710 -1.0764 0.6004
C -1.1905 -0.1849 0.3454
C -2.4230 -0.5070 -0.2024
C -3.2656 0.4983 -0.6530
O -4.4866 0.3182 -1.2610
C -5.0751 -0.9457 -1.3079
C -5.8248 -1.2846 -0.0113
F -6.3913 -2.4987 -0.1040
F -6.8079 -0.4148 0.2402
F -5.0364 -1.3036 1.0661
C -2.8574 1.8234 -0.5390
C -1.6467 2.1494 0.0401
C -0.8022 1.1489 0.5010
O 0.3864 1.3443 1.1705
C 0.8793 2.6305 1.3780
C 1.7205 3.1304 0.1949
F 1.0724 3.0969 -0.9716
F 2.8427 2.4185 0.0407
F 2.0964 4.4049 0.3938
H 1.6320 -1.9459 0.5585
H 2.5243 0.3512 -2.0859
H 4.4183 -1.2210 -2.7502
H 6.5364 -2.2846 -2.0182
H 5.3892 -1.7738 2.0582
H 3.2869 -0.6914 1.3422
H -2.6814 -1.5526 -0.2521
H -5.8229 -0.9075 -2.1068
H -4.3623 -1.7518 -1.5155
H -3.5120 2.5960 -0.9078
H -1.3801 3.1919 0.1045
H 0.0954 3.3685 1.5831
H 1.5516 2.5716 2.2409
*
```


No. 3
This record from the Open Molecules 2025 dataset describes one molecule with the formula C16H16N4O2. The level of theory is ωB97M-V with the def2-TZVPD basis set.

Output
Kohn-Sham gap, eV: 9.6
SMILES: CCOC(=O)[C@@H](Cc1ccccc1)c1ccnc2ncnn12

Structure (ORCA input):
```
! wB97M-V def2-TZVPD RIJCOSX def2/J DEFGRID3
* xyz 0 1
C -3.6585 -3.4021 0.6779
C -3.2011 -2.4311 -0.3930
O -1.9812 -1.8222 0.0441
C -1.4952 -0.8575 -0.7199
O -1.9652 -0.5042 -1.7682
C -0.2084 -0.2789 -0.1171
C 0.9926 -0.9463 -0.8017
C 2.3223 -0.5380 -0.2236
C 2.5685 -0.6277 1.1410
C 3.7950 -0.2574 1.6627
C 4.7984 0.2013 0.8265
C 4.5703 0.2782 -0.5362
C 3.3413 -0.0897 -1.0554
C -0.2824 1.2092 -0.2681
C 0.6014 2.0608 -0.8811
C 0.3012 3.4347 -0.9315
N -0.7816 3.9747 -0.4378
C -1.6405 3.1586 0.1482
N -2.8054 3.4025 0.7220
C -3.2190 2.2035 1.1310
N -2.4038 1.1951 0.8684
N -1.3900 1.7809 0.2417
H -2.9077 -4.1721 0.8338
H -3.8164 -2.8741 1.6140
H -4.5892 -3.8704 0.3716
H -3.0190 -2.9393 -1.3467
H -3.9403 -1.6412 -0.5609
H -0.2256 -0.5228 0.9497
H 0.8765 -2.0286 -0.6870
H 0.9615 -0.7201 -1.8696
H 1.8008 -0.9981 1.8045
H 3.9690 -0.3308 2.7260
H 5.7549 0.4914 1.2343
H 5.3500 0.6254 -1.1979
H 3.1746 -0.0344 -2.1226
H 1.5141 1.6927 -1.3131
H 0.9872 4.1208 -1.4083
H -4.1491 2.0571 1.6422
*
```


No. 4
This record from the Open Molecules 2025 dataset describes C29H41F5P2Pd as an isolated structure. The level of theory is ωB97M-V with the def2-TZVPD basis set.

Output
Kohn-Sham gap (alpha / beta), eV: 5.3 / 2.5

Structure (ORCA input):
```
! wB97M-V def2-TZVPD RIJCOSX def2/J DEFGRID3
* xyz 2 5
Pd -1.9344 -1.0545 1.2644
C 0.8769 0.5714 0.4556
C 0.2758 0.7839 1.7084
C 0.1734 -1.5090 1.2472
C 0.9224 -0.8259 0.2057
C -0.2249 -0.5042 2.2416
C 1.6106 1.5785 -0.3663
H 1.2238 2.5740 -0.1648
H 1.4344 1.3870 -1.4268
H 2.6996 1.6442 -0.2190
C 1.8000 -1.5617 -0.6734
H 2.2217 -0.8671 -1.4015
H 1.1349 -2.4755 -1.2838
H 2.6145 -2.0999 -0.1417
C 0.4788 -2.9190 1.6130
H 1.4439 -2.8972 2.1489
H 0.5638 -3.5250 0.7046
H -0.2929 -3.4183 2.2172
C -0.2100 -0.8524 3.6962
H 0.7830 -1.1801 4.0381
H -0.9123 -1.6794 3.8301
H -0.4961 0.0215 4.2875
C 0.1691 2.0716 2.4210
H 0.7753 2.0378 3.3400
H -0.8752 2.2659 2.7101
H 0.4997 2.9351 1.8208
C -1.2785 2.1718 -2.6505
C -0.8234 3.3963 -2.3233
C -1.2456 4.1624 -1.1238
C -2.7146 4.6403 -1.0443
C -3.5580 3.5426 -0.3318
C -2.8692 2.4359 0.2532
C -2.3433 1.3040 -0.5310
C -2.5183 1.5809 -2.0789
H -0.5954 4.9715 -0.8027
H -3.0788 4.9799 -2.0306
H -1.0765 3.4558 -0.3092
H -3.3476 2.3250 -2.2212
H -0.8008 1.6065 -3.4593
H 0.0342 3.7894 -2.8914
H -2.7259 0.6165 -2.6026
H -1.2689 1.0783 -0.3141
H -2.6227 2.4208 1.3237
H -2.8383 0.3390 -0.2212
H -2.7457 5.5381 -0.3886
H -4.3024 4.0114 0.3860
P -5.3419 2.1819 -0.9441
C -6.3209 1.8408 -2.4696
C -6.5191 3.5243 -0.4370
P -4.8964 0.1083 1.5405
C -5.7965 0.6816 -0.0274
C -5.5716 1.3720 2.7526
C -6.1053 -1.2417 1.9812
H -6.4973 0.7633 -2.5516
H -5.8093 2.2436 -3.3500
H -7.2920 2.3464 -2.3699
H -7.5037 3.3738 -0.9048
H -6.1179 4.4744 -0.8160
H -6.6610 3.6070 0.6416
H -7.1811 -1.0276 1.8424
H -5.9319 -1.4799 3.0412
H -5.8206 -2.1100 1.3704
H -5.6731 -0.1607 -0.7315
H -6.8778 0.8002 0.1492
H -5.4247 0.9725 3.7683
H -6.6374 1.6456 2.6422
H -4.9464 2.2702 2.6556
F 2.5941 -4.6491 -1.6910
C 1.3007 -4.5454 -2.1151
C 0.5911 -3.3929 -1.8779
C -0.6747 -3.2842 -2.4005
F -1.3900 -2.1160 -2.3105
C -1.2508 -4.3305 -3.1527
F -2.4895 -4.2119 -3.6725
C -0.5107 -5.4958 -3.3984
F -1.0114 -6.4937 -4.1706
C 0.7719 -5.6045 -2.8636
F 1.5152 -6.7092 -3.0889
*
```


no.,electronic energy (hartree),strongest force on any atom (hartree/bohr)
1,-382.1922,0.0175
2,-1728.0203,0.0236
3,-988.8297,0.0294
4,-2438.5293,0.0678